Record 1
{
  "formula": "C3H5NO",
  "method": "ωB97M-V/def2-TZVPD",
  "de_lowest_kcal_mol": 55.1,
  "molar_mass_g_mol": 71.08,
  "smiles": "C[C@@H](O)C#N",
  "gap_ev": 10.9,
  "total_charge": 0,
  "species": ["C", "C", "O", "C", "N", "H", "H", "H", "H", "H"],
  "xyz": [[1.0323, -0.3281, 0.1126], [-0.3209, 0.4649, 0.2591], [-0.4603, 1.5327, -0.6475], [-0.9676, -0.8078, -0.1054], [-1.1577, -1.9107, -0.4202], [1.5728, 0.0941, -0.7365], [0.6183, -1.4110, -0.1780], [1.6074, -0.2933, 1.0432], [-0.5545, 0.7902, 1.2876], [-1.3699, 1.8691, -0.6149]]
}

Record 2
{
  "formula": "C3H5NO",
  "method": "ωB97M-V/def2-TZVPD",
  "de_lowest_kcal_mol": 121.2,
  "molar_mass_g_mol": 71.08,
  "smiles": "C1=CN1.C=O",
  "gap_ev": 9.2,
  "total_charge": 0,
  "species": ["C", "C", "N", "H", "H", "H", "C", "O", "H", "H"],
  "xyz": [[-1.2612, -0.1492, 0.0451], [-0.9169, 0.8782, -0.6363], [-2.3218, 0.9006, 0.1262], [-1.2301, -1.0747, 0.5685], [-0.2329, 1.4716, -1.2334], [-2.2995, 1.1810, 1.1069], [2.1094, -0.7968, 0.0882], [2.4747, 0.1624, -0.5222], [2.5497, -1.7865, -0.2594], [1.1286, -0.7866, 0.7166]]
}

Record 3
{
  "formula": "C3H5NO",
  "method": "ωB97M-V/def2-TZVPD",
  "de_lowest_kcal_mol": 27.4,
  "molar_mass_g_mol": 71.08,
  "smiles": "COCC#N",
  "gap_ev": 11.6,
  "total_charge": 0,
  "species": ["C", "O", "C", "C", "N", "H", "H", "H", "H", "H"],
  "xyz": [[-1.0939, 0.8036, 0.2314], [-0.3475, 0.3569, -0.8930], [0.5194, -0.7095, -0.6503], [1.5085, -0.4474, 0.4223], [2.2589, -0.2671, 1.2824], [-2.1483, 0.8754, -0.0566], [-0.7353, 1.7912, 0.5434], [-1.0044, 0.1203, 1.0841], [1.0619, -0.8916, -1.5822], [-0.0195, -1.6318, -0.3815]]
}

Record 4
{
  "formula": "C3H5NO",
  "method": "ωB97M-V/def2-TZVPD",
  "de_lowest_kcal_mol": 42.4,
  "molar_mass_g_mol": 71.08,
  "smiles": "O=C1CNC1",
  "gap_ev": 10.3,
  "total_charge": 0,
  "species": ["O", "C", "C", "N", "C", "H", "H", "H", "H", "H"],
  "xyz": [[1.8569, -0.0443, -0.0119], [0.6776, -0.0231, -0.0161], [-0.5080, -1.0630, 0.0248], [-1.4338, 0.0341, -0.1725], [-0.3569, 1.0443, -0.0048], [-0.5085, -1.7312, -0.8277], [-0.5087, -1.4323, 1.0791], [-2.0184, 0.1833, 0.6968], [-0.2108, 1.4855, 1.0908], [-0.4491, 1.8604, -0.7592]]
}

Record 5
{
  "formula": "C3H5NO",
  "method": "ωB97M-V/def2-TZVPD",
  "de_lowest_kcal_mol": 90.5,
  "molar_mass_g_mol": 71.08,
  "gap_ev": 9.3,
  "total_charge": 0,
  "species": ["C", "C", "O", "C", "N", "H", "H", "H", "H", "H"],
  "xyz": [[-1.2642, -0.0675, 0.1100], [0.8058, -0.1762, 0.2044], [1.2039, -0.9333, -0.8521], [1.0931, 1.2116, 0.0485], [1.3565, 2.3418, -0.0094], [-1.2849, 0.0863, -0.9585], [-1.6169, 0.7992, 0.6782], [-1.8046, -0.9883, 0.3956], [0.0095, -0.4821, 0.9172], [1.5018, -1.7916, -0.5340]]
}

Record 6
{
  "formula": "C3H5NO",
  "method": "ωB97M-V/def2-TZVPD",
  "de_lowest_kcal_mol": 67.0,
  "molar_mass_g_mol": 71.08,
  "smiles": "O=C1CNC1",
  "gap_ev": 9.9,
  "total_charge": 0,
  "species": ["O", "C", "C", "N", "C", "H", "H", "H", "H", "H"],
  "xyz": [[2.2488, 0.0278, -0.0926], [1.0764, -0.0319, -0.0049], [-0.1150, 1.1311, 0.0095], [-1.0694, -0.0742, -0.0453], [-0.0289, -1.0698, -0.0108], [-0.3469, 1.7690, 0.8711], [0.0053, 1.9774, -0.6947], [-1.8343, -0.1711, -0.5080], [-0.1799, -2.0392, -0.6400], [0.2439, -1.5190, 1.1155]]
}

Record 7
{
  "formula": "C3H5NO",
  "method": "ωB97M-V/def2-TZVPD",
  "de_lowest_kcal_mol": 118.5,
  "molar_mass_g_mol": 71.08,
  "smiles": "C#CONC",
  "gap_ev": 9.7,
  "total_charge": 0,
  "species": ["C", "C", "O", "N", "C", "H", "H", "H", "H", "H"],
  "xyz": [[-2.3081, 0.1336, 0.3602], [-1.4509, -0.0376, -0.4476], [-0.6169, -0.3317, -1.3001], [0.7333, 0.3250, -0.9109], [1.1147, 0.0215, 0.4412], [-2.9106, 0.1304, 1.2967], [1.3836, -0.0384, -1.7042], [0.5531, 0.4573, 1.1918], [1.3004, -1.0786, 0.5703], [2.2012, 0.4184, 0.5027]]
}

Record 8
{
  "formula": "C3H5NO",
  "method": "ωB97M-V/def2-TZVPD",
  "de_lowest_kcal_mol": 91.9,
  "molar_mass_g_mol": 71.08,
  "gap_ev": 8.3,
  "total_charge": 0,
  "species": ["C", "C", "N", "C", "O", "H", "H", "H", "H", "H"],
  "xyz": [[-0.4704, -0.4079, 0.7496], [1.0438, 0.2815, -0.4213], [0.1019, -1.1125, -0.3026], [-1.7137, 0.1781, 0.7317], [-2.4437, 0.9808, 0.2634], [-0.4872, -1.0747, -1.1375], [0.0198, -0.4795, 1.7174], [0.8044, 1.2918, -0.0676], [2.0215, 0.0110, -0.0245], [1.1237, 0.3313, -1.5086]]
}

Record 9
{
  "formula": "C3H5NO",
  "method": "ωB97M-V/def2-TZVPD",
  "de_lowest_kcal_mol": 43.8,
  "molar_mass_g_mol": 71.08,
  "smiles": "O=C[C@H]1CN1",
  "gap_ev": 10.9,
  "total_charge": 0,
  "species": ["O", "C", "C", "C", "N", "H", "H", "H", "H", "H"],
  "xyz": [[1.6842, -0.2105, 1.5502], [1.2137, -0.4548, 0.4693], [0.3506, 0.3880, -0.4140], [-1.0140, -0.1773, -0.3725], [-0.7542, 1.2253, -0.0168], [1.2695, -1.4618, 0.0038], [0.7930, 0.6435, -1.3765], [-1.5320, -0.4359, -1.2923], [-1.2049, -0.8632, 0.4568], [-0.8058, 1.3465, 0.9919]]
}

Record 10
{
  "formula": "C3H5NO",
  "method": "ωB97M-V/def2-TZVPD",
  "de_lowest_kcal_mol": 56.0,
  "molar_mass_g_mol": 71.08,
  "smiles": "O=C[C@@H]1CN1",
  "gap_ev": 10.5,
  "total_charge": 0,
  "species": ["O", "C", "C", "C", "N", "H", "H", "H", "H", "H"],
  "xyz": [[-1.9983, -0.6581, 0.6289], [-1.0693, -0.0659, -0.0095], [0.3186, -0.0399, 0.3743], [1.2236, 0.9984, -0.2833], [1.4376, -0.3825, -0.5674], [-1.1625, 0.4533, -1.0494], [0.4156, -0.1348, 1.5391], [0.7837, 1.6852, -1.0601], [2.0259, 1.3564, 0.4813], [1.0231, -0.7737, -1.4592]]
}

Record 11
{
  "formula": "C3H5NO",
  "method": "ωB97M-V/def2-TZVPD",
  "de_lowest_kcal_mol": 35.8,
  "molar_mass_g_mol": 71.08,
  "multiplicity": 3,
  "gap_ev": [10.0, 8.9],
  "total_charge": 0,
  "species": ["C", "C", "C", "N", "O", "H", "H", "H", "H", "H"],
  "xyz": [[-0.7105, 1.7327, 0.4677], [-0.9946, 0.6601, 0.0262], [-1.4844, -0.5563, -0.6286], [2.8651, -0.2823, 0.8269], [2.3162, -0.2851, -0.2700], [-0.7467, 2.5540, 1.1429], [-1.0283, -1.5017, -0.3274], [-2.4699, -0.7118, -0.4344], [-1.3993, -0.5590, -1.6554], [3.6523, -1.0508, 0.8521]]
}

Record 12
{
  "formula": "C3H5NO2",
  "method": "ωB97M-V/def2-TZVPD",
  "de_lowest_kcal_mol": 39.4,
  "molar_mass_g_mol": 87.08,
  "smiles": "CN=C=O.C=O",
  "gap_ev": 10.4,
  "total_charge": 0,
  "species": ["C", "N", "C", "O", "H", "H", "H", "C", "O", "H", "H"],
  "xyz": [[-1.5270, 1.7851, -0.0370], [-0.8676, 0.5126, -0.0956], [-0.8565, -0.5934, 0.3618], [-0.7329, -1.7075, 0.7295], [-2.5963, 1.6736, -0.2372], [-1.3925, 2.2454, 0.9464], [-1.0948, 2.4427, -0.7931], [2.2631, -1.5908, -0.2157], [3.3271, -1.8244, -0.7288], [1.6850, -0.6723, -0.4482], [1.7923, -2.2711, 0.5179]]
}